Below is C29H26N3O10RuS4Se2 as an isolated structure in a non-equilibrium geometry, with properties calculated with the ωB97M-V functional and the def2-TZVPD basis.

```
75
Properties=species:S:1:pos:R:3
Ru 0.9459 -0.3024 1.2325
O 4.9177 -1.0515 1.9673
C 3.8428 -1.1387 1.3898
O 2.9586 -0.1981 1.3831
C 3.5552 -2.3470 0.5339
C 4.6279 -3.0884 0.1188
C 4.4486 -4.1763 -0.7380
C 3.2009 -4.4885 -1.2277
C 2.1131 -3.7473 -0.8158
C 2.2137 -2.7141 0.1741
O 1.1946 -2.2493 0.7711
N 0.8269 -4.1356 -1.4205
O -0.1559 -3.4731 -1.1836
O 0.8208 -5.1263 -2.1428
N 5.5907 -4.9796 -1.1428
O 5.3952 -5.9523 -1.8586
O 6.6984 -4.6469 -0.7484
H 5.6104 -2.8156 0.4758
H 3.0633 -5.2968 -1.9290
O -2.6998 -1.6976 7.0270
C -2.0774 -1.4663 6.0163
S -0.3309 -1.7054 5.8571
C -0.2052 -1.1629 4.1958
C -1.3258 -0.7846 3.5943
S -1.3541 -0.1775 1.9578
S -2.8093 -0.8598 4.5230
S 1.3617 -1.0797 3.4178
C 0.1024 2.1823 4.4129
Se 1.7107 2.2334 3.3271
C 1.2805 3.8853 2.4107
C 0.3182 3.7170 1.2410
Se 0.7673 2.2969 -0.0053
C 2.6823 2.5817 -0.0974
H -0.0163 3.1333 4.9311
H 0.2399 1.3807 5.1353
H -0.7630 1.9543 3.7908
H 2.2287 4.3004 2.0693
H 0.8647 4.5731 3.1505
H 0.2514 4.6469 0.6711
H -0.6854 3.4570 1.5843
H 2.9068 3.6299 -0.2914
H 3.0124 1.9604 -0.9272
H 3.1619 2.2225 0.8114
C -4.7016 2.3881 1.0889
C -3.9208 2.2760 -0.1951
C -3.4240 3.4276 -0.8044
C -2.6722 3.3353 -1.9637
C -2.3697 2.0953 -2.5038
C -2.8477 0.9394 -1.8932
N -2.5169 -0.3530 -2.3555
C -1.4708 -0.4601 -3.3185
C -1.8249 -0.5000 -4.6625
C -0.8635 -0.6491 -5.6478
C 0.4750 -0.7606 -5.2923
C 0.8330 -0.7002 -3.9558
C -0.1245 -0.5466 -2.9557
C 0.3728 -0.4138 -1.5344
O -0.4506 -0.4861 -0.5739
O 1.5809 -0.1786 -1.3518
C -3.6712 1.0262 -0.7610
C -4.2305 -0.2378 -0.1678
H -4.6957 3.4173 1.4497
H -4.2666 1.7529 1.8633
H -5.7436 2.0833 0.9589
H -3.6207 4.3948 -0.3553
H -2.2851 4.2314 -2.4341
H -1.7312 2.0207 -3.3737
H -2.2749 -0.9254 -1.5503
H -2.8756 -0.4195 -4.9132
H -1.1593 -0.6949 -6.6891
H 1.2346 -0.8912 -6.0529
H 1.8686 -0.7599 -3.6485
H -3.5016 -0.7192 0.4891
H -4.4864 -0.9449 -0.9588
H -5.1254 -0.0410 0.4211
```

**HOMO (alpha / beta)**: -1.74 / -1.67 eV
**Spin multiplicity**: 2
**Largest force on an atom**: 1.615 eV/Å
**Charge**: -2
**⟨S²⟩**: 0.76
**Calculated total energy**: -232055.6530 eV
**Frontier orbital gap (alpha / beta)**: 5.6 / 5.5 eV